1.
C38H56MoN4Sb | ωB97M-V/def2-TZVPD

Each line ends with the Löwdin charge.
Cartesian coordinates (Å):
Sb1 2.20665 0.86508 0.32616  1.59
Mo1 -0.52477 0.29400 -0.41668  1.39
N1 -0.83910 -0.74788 1.13298  -0.09
N2 -0.05011 -1.41108 -1.64631  -0.10
N3 -3.65272 -0.53802 0.64782  -0.19
N4 -1.94725 1.60766 2.25830  -0.19
C1 -3.02217 2.27260 3.00146  -0.04
C2 -2.83773 2.73661 -2.68046  -0.03
C3 0.34630 -1.14860 3.25022  -0.03
C4 -0.49064 1.26941 -2.86588  -0.16
C5 2.67638 -2.14040 0.73561  -0.14
C6 1.16133 -1.58362 -2.22357  -0.15
C7 -1.71980 3.15488 -1.97342  -0.07
C8 -1.54092 -0.31922 -4.53456  -0.01
C9 3.33283 2.43490 2.69420  -0.10
C10 0.50340 -3.64028 -3.27641  -0.20
C11 1.46407 -2.65824 -3.02108  0.02
C12 -1.37656 2.47859 1.28243  -0.08
C13 -0.70888 1.17244 4.32994  0.01
C14 -0.47093 -0.33169 2.47533  -0.20
C15 -1.08678 -3.18603 1.19364  -0.03
C16 4.84898 2.08458 -0.62891  -0.11
C17 -3.05535 -1.80951 0.82320  -0.21
C18 2.13470 2.47847 1.74919  -0.54
C19 3.62585 1.39505 -1.23315  -0.52
C20 -1.02440 0.84278 3.01519  -0.20
C21 4.62094 -0.69720 1.42581  -0.11
C22 0.79106 -4.82177 -4.14623  0.00
C23 0.12469 0.36957 5.09269  -0.02
C24 -0.75067 -3.44506 -2.69974  0.03
C25 -0.99195 -2.34389 -1.91311  -0.11
C26 -2.78319 1.59907 -3.47947  -0.01
C27 3.01563 2.24179 -2.34244  -0.12
C28 -4.96860 -0.32142 1.25985  -0.03
C29 -3.81777 -2.97590 0.80985  0.02
C30 0.65448 -0.79470 4.55150  -0.03
C31 -1.67386 -1.93342 1.04264  -0.22
C32 -3.23663 -4.22199 0.98287  -0.02
C33 -1.61588 0.84839 -3.59290  -0.25
C34 -3.49624 0.04232 -0.63511  -0.07
C35 -0.53296 2.42743 -2.07601  -0.17
C36 3.10148 -0.81331 1.35442  -0.53
C37 -1.86306 -4.32942 1.16066  -0.03
C38 1.97963 3.81896 1.03480  -0.12
H1 2.18954 1.75194 -2.85279  0.04
H2 -3.65292 1.31393 -4.06155  0.14
H3 0.46178 0.80194 -3.08375  0.08
H4 1.90453 -0.81977 -2.04113  0.07
H5 1.79595 4.60485 1.77164  0.10
H6 1.28794 -1.43916 5.14653  0.13
H7 0.34228 -5.72710 -3.73857  0.10
H8 2.88344 4.09791 0.49400  0.07
H9 -1.13795 2.06417 4.76846  0.13
H10 -3.85647 -5.10874 0.97335  0.13
H11 4.99970 -1.53561 2.01603  0.10
H12 0.34883 0.64643 6.11475  0.13
H13 3.16945 -2.30378 -0.22524  0.08
H14 2.67814 -0.71433 2.35368  0.06
H15 -3.69675 -0.61245 -1.49377  0.11
H16 2.98157 -2.96254 1.38832  0.10
H17 -3.45152 1.57392 3.71566  0.11
H18 -1.96814 -2.20102 -1.47245  0.10
H19 -1.74730 4.07499 -1.40311  0.13
H20 3.91594 0.41687 -1.62732  0.08
H21 -2.15665 2.92330 0.66821  0.10
H22 -4.88771 -2.90107 0.66329  0.13
H23 0.38444 2.85201 -1.68433  0.08
H24 1.14882 3.83592 0.32430  0.05
H25 -1.39775 -5.29826 1.28419  0.13
H26 3.77934 2.44295 -3.09745  0.11
H27 -2.34060 -1.03721 -4.34468  0.09
H28 5.08321 -0.76663 0.43969  0.08
H29 -1.66616 0.02574 -5.56245  0.11
H30 -0.58068 -0.83117 -4.47315  0.07
H31 1.59931 -2.21475 0.58035  0.02
H32 1.23197 2.24760 2.31805  0.05
H33 -4.95951 -0.72430 2.27019  0.11
H34 -2.69029 3.16934 3.53639  0.10
H35 -0.71940 3.27113 1.66692  0.11
H36 -1.55128 -4.15532 -2.86329  0.14
H37 0.73915 -2.06862 2.84283  0.10
H38 -0.67579 1.93252 0.59154  -0.02
H39 -0.01770 -3.27271 1.32406  0.10
H40 4.27871 2.57875 2.17221  0.07
H41 5.31608 1.52759 0.17746  0.06
H42 2.45666 -2.73353 -3.44717  0.14
H43 4.95990 0.21492 1.91245  0.07
H44 1.85917 -4.97844 -4.27730  0.10
H45 -2.43313 0.40792 -0.84344  0.01
H46 3.23757 3.25096 3.41503  0.10
H47 -3.79998 2.57053 2.29769  0.09
H48 2.67826 3.21117 -1.96981  0.08
H49 3.38214 1.50562 3.26215  0.08
H50 -5.15753 0.74989 1.31999  0.09
H51 0.35027 -4.66263 -5.13392  0.11
H52 5.59685 2.19937 -1.41768  0.11
H53 -4.07665 0.95721 -0.72987  0.11
H54 -5.79003 -0.78221 0.70334  0.10
H55 -3.74810 3.32273 -2.64354  0.13
H56 4.60957 3.08525 -0.27029  0.07

HOMO (spin up / spin down) = -0.5916 / -0.5946 hartree
Net charge = +3
LUMO level (spin up / spin down) = -10.3 / -9.9 eV
Spin multiplicity = 3

=====

2.
C38H57AlBeF2N5O13P2S | ωB97M-V/def2-TZVPD

Each line ends with the Löwdin charge.
Cartesian coordinates (Å):
S1 2.90132 -2.98348 -2.87296  0.78
P1 5.07250 2.52477 -1.67695  0.88
P2 0.62151 -4.54579 -4.84740  0.92
Al1 -1.94836 -2.77339 -1.00197  1.00
F1 9.21234 3.58157 2.69407  -0.72
F2 -8.61967 0.53099 -3.27251  -0.77
O1 -7.21750 3.75478 -0.19784  -0.16
O2 -0.68992 -3.54340 -5.40755  -0.37
O3 -5.86600 -1.54373 -2.66813  -0.19
O4 2.90845 5.97877 7.32099  0.21
O5 7.97922 -1.50350 -2.34322  -0.08
O6 0.54577 -6.13400 -5.63997  -0.36
O7 4.47822 7.00244 5.29188  0.13
O8 1.54314 4.51847 7.02553  0.18
O9 4.69810 7.78170 7.31808  0.15
O10 2.73396 -4.66383 3.84337  0.02
O11 2.75851 2.85489 1.37293  -0.08
O12 6.06275 6.36575 6.37249  0.20
O13 3.50221 4.27316 6.09647  0.12
N1 6.78612 -2.14160 0.82038  0.12
N2 2.06802 -3.13054 1.71482  0.03
N3 2.76936 -3.48018 0.53786  -0.15
N4 -5.81532 0.81604 4.57752  0.01
N5 5.13716 5.02228 3.05591  0.00
C1 -4.26703 -3.47818 -1.89284  -0.22
C2 1.71844 -4.11679 -0.34094  -0.11
C3 3.79067 -1.03375 1.13215  0.05
C4 -4.80992 -0.38317 2.99874  -0.12
C5 -8.32261 1.56777 0.05577  -0.08
C6 -4.47340 0.84168 4.85553  -0.14
C7 3.61349 3.13753 -2.81313  -0.32
C8 0.48307 -4.77068 -2.91728  -0.30
C9 6.61962 -3.36130 1.09346  -0.18
C10 -5.05027 -2.67723 -3.13148  -0.17
C11 -4.13179 -5.11169 -2.18782  -0.18
C12 4.88938 1.49771 1.76885  -0.19
C13 -1.85376 -6.44471 -3.01782  -0.17
C14 6.57254 2.35549 -2.84668  -0.43
C15 -8.84025 4.99319 1.18089  -0.09
C16 4.46150 0.83982 -1.00492  -0.27
C17 4.38354 0.44337 0.61823  -0.08
C18 -8.40593 4.54200 -0.20281  -0.28
C19 -4.86593 0.75898 -2.54743  -0.08
C20 -3.82444 0.10691 3.88862  -0.12
C21 3.42332 -1.71503 -1.56214  -0.38
C22 -0.66741 -5.67410 -2.17661  -0.18
C23 2.69611 4.88924 6.77650  -0.98
C24 0.55249 -5.05572 0.40555  0.01
C25 3.98552 -0.27849 -2.12342  -0.05
C26 2.63621 -3.78754 2.80587  0.03
C27 -6.03053 0.06690 3.45013  -0.14
C28 -5.66324 -0.33549 -3.48251  -0.25
C29 1.61393 -4.02876 -1.97493  -0.38
C30 5.05957 7.08854 6.37965  -1.03
C31 4.18582 2.97743 1.71340  -0.39
C32 -7.26456 2.53871 0.54840  -0.29
C33 3.27585 -2.15999 0.00763  -0.12
C34 -3.04925 -5.35523 -3.39439  -0.19
C35 6.41901 -4.83160 1.42275  -0.07
C36 4.44700 3.66012 3.21777  -0.22
C37 7.40993 3.79543 -2.73432  -0.20
C38 -0.61403 -5.80197 -0.52281  -0.06
Be1 6.78371 2.98200 1.88033  0.80
H1 0.40070 -6.00456 -6.63718  0.08
H2 -9.32971 1.97984 0.14836  0.07
H3 -6.72877 0.13756 -3.71899  0.09
H4 8.33304 3.84493 -3.45403  0.08
H5 -4.83805 -3.25578 -0.87003  0.16
H6 3.68390 4.29009 -3.00830  0.05
H7 -8.16227 1.32873 -1.00053  0.06
H8 -2.75643 -0.05888 3.83076  0.09
H9 -6.53425 1.27701 5.12000  0.15
H10 3.78421 -1.21021 2.28868  0.09
H11 0.50498 -5.25081 1.55814  0.10
H12 3.57014 2.54479 -3.83038  0.04
H13 -4.64701 -0.99903 2.12381  0.08
H14 -5.47737 1.02351 -1.56728  0.08
H15 4.03459 -0.07550 -3.27969  0.10
H16 4.80956 0.99666 2.84897  0.15
H17 7.71883 3.87256 -1.58715  0.07
H18 -9.73111 5.62578 1.11419  0.07
H19 -3.86876 0.22824 -2.19404  0.05
H20 -5.79715 -3.45624 -3.61945  0.15
H21 6.05279 1.65942 1.59654  0.00
H22 -3.18160 -2.99804 -1.77172  -0.26
H23 -5.21166 -5.45423 -2.55756  0.13
H24 6.33320 -4.96300 2.50491  0.08
H25 -2.27246 -7.39700 -2.47112  0.13
H26 -1.44948 -6.49790 -0.03842  0.10
H27 7.19667 -1.31821 -1.80261  0.00
H28 -1.43074 -6.81150 -4.07108  0.11
H29 -9.07941 4.14729 1.83025  0.06
H30 4.84315 5.62724 3.87600  0.05
H31 -2.60669 -4.32521 -3.74315  0.09
H32 -8.19156 5.42695 -0.81110  0.12
H33 -7.03095 -0.08008 3.06572  0.10
H34 4.75728 5.52206 2.22171  0.07
H35 -4.21041 -2.39723 -3.89965  0.13
H36 7.23689 1.42147 -2.60861  0.08
H37 -8.28660 0.63893 0.63535  0.06
H38 -7.38966 2.75530 1.61481  0.09
H39 5.50624 -5.19921 0.94594  0.07
H40 2.58939 2.89587 -2.24923  0.06
H41 2.56163 3.61723 0.73732  0.12
H42 -3.92515 -5.71933 -1.20472  0.11
H43 6.70289 4.73777 -2.91938  0.08
H44 -6.28010 2.07063 0.44345  0.10
H45 3.45138 3.76581 3.82434  0.13
H46 4.79749 3.67242 0.96371  0.07
H47 -8.03977 5.56196 1.66693  0.08
H48 -9.21141 4.00495 -0.71464  0.11
H49 -0.75270 -2.72673 -4.80738  0.08
H50 6.13483 2.35386 -3.95723  0.08
H51 -4.09602 1.38023 5.71455  0.11
H52 7.86843 -2.42964 -2.60581  0.03
H53 5.24490 2.98340 3.79276  0.12
H54 7.26990 -5.41448 1.05965  0.08
H55 -5.11622 -0.50840 -4.50218  0.11
H56 -4.62269 1.74185 -3.15137  0.09
H57 -3.63908 -5.82669 -4.31256  0.13

HOMO = -0.1392 hartree
Net charge = -1
LUMO level = -1.6 eV

=====

- net charge of number 1 (C38H56MoN4Sb)?
  +3